Formula: C26H56N3O10S
Source: the Open Molecules 2025 dataset
Level of theory: the ωB97M-V functional and the def2-TZVPD basis

Positions of all 96 atoms, in Å:
C 5.752 -1.520 -1.924
N 4.990 -2.319 -2.549
N 4.023 -1.521 -3.155
C 4.307 -0.332 -2.856
S 3.320 0.928 -3.563
C 2.892 2.154 -2.298
C 1.522 2.001 -1.595
N 0.706 0.800 -1.953
C 1.123 -0.528 -1.457
C -0.083 -1.363 -1.924
C -0.153 -0.845 -3.387
C 0.055 0.672 -3.295
O 5.412 -0.232 -2.056
H 6.557 -1.945 -1.354
H 3.677 2.184 -1.555
H 2.924 3.116 -2.790
H 0.913 2.883 -1.746
H 1.687 1.935 -0.527
H -0.123 0.939 -1.368
H 1.952 -0.990 -1.977
H 1.227 -0.503 -0.383
H -1.016 -1.045 -1.457
H 0.049 -2.426 -1.828
H 0.676 -1.346 -3.879
H -1.030 -1.175 -3.932
H -0.831 1.287 -3.362
H 0.704 0.893 -4.131
C -6.576 -3.363 -5.663
O -6.570 -2.442 -4.590
C -7.457 -2.765 -3.531
C -6.822 -2.561 -2.172
O -5.781 -3.469 -1.840
C -4.533 -3.375 -2.500
C -3.707 -2.150 -2.163
O -4.240 -0.963 -2.730
C -4.216 0.152 -1.872
H -7.398 -3.152 -6.354
H -5.633 -3.254 -6.198
H -6.651 -4.395 -5.309
H -7.804 -3.800 -3.614
H -8.330 -2.105 -3.603
H -7.601 -2.749 -1.429
H -6.507 -1.526 -2.034
H -4.642 -3.489 -3.579
H -3.967 -4.241 -2.147
H -2.700 -2.286 -2.580
H -3.625 -2.059 -1.073
H -4.550 -0.107 -0.862
H -4.898 0.899 -2.276
H -3.207 0.590 -1.821
C 0.063 3.977 5.062
O 0.666 4.875 4.150
C 1.763 4.346 3.433
C 1.725 4.730 1.969
O 0.682 4.135 1.202
C -0.662 4.552 1.435
C -0.987 5.976 1.032
O -0.395 6.919 1.901
C 0.152 8.050 1.253
H 0.608 3.958 6.010
H -0.951 4.327 5.248
H 0.006 2.963 4.652
H 1.798 3.254 3.520
H 2.685 4.753 3.867
H 2.650 4.355 1.520
H 1.738 5.812 1.841
H -0.961 4.356 2.464
H -1.270 3.897 0.803
H -2.076 6.103 1.079
H -0.666 6.142 -0.003
H 0.728 7.765 0.366
H 0.825 8.539 1.955
H -0.634 8.756 0.967
C 3.698 -0.703 1.667
O 3.336 -2.052 1.823
C 4.444 -2.939 1.924
C 4.266 -3.970 3.019
O 4.305 -3.467 4.343
C 3.224 -2.688 4.832
C 1.920 -3.430 5.036
O 1.297 -3.767 3.805
C 0.740 -5.066 3.778
H 3.903 -0.487 0.608
H 2.853 -0.090 1.991
H 4.557 -0.431 2.286
H 5.370 -2.382 2.104
H 4.536 -3.463 0.964
H 5.121 -4.647 2.952
H 3.376 -4.577 2.849
H 3.075 -1.791 4.228
H 3.554 -2.351 5.817
H 1.238 -2.778 5.595
H 2.107 -4.327 5.636
H 1.423 -5.804 4.210
H 0.568 -5.330 2.735
H -0.215 -5.095 4.311

Values from the calculation:
Charge: +1
Orbital gap in eV: 8.266